Entry 1:
{"formula": "C32H64Cl2N3O5PS2", "method": "ωB97M-V/def2-TZVPD", "total_energy_ev": -104921.3059, "s2": 2.010, "spin_multiplicity": 3, "total_charge": 0, "e_lumo_ha": [0.014, -0.015], "symbols": ["C", "C", "P", "C", "C", "C", "C", "C", "C", "N", "C", "C", "C", "Cl", "C", "C", "Cl", "S", "O", "O", "O", "C", "S", "H", "H", "H", "H", "H", "H", "H", "H", "H", "H", "H", "H", "H", "H", "H", "H", "H", "H", "H", "H", "H", "H", "H", "H", "H", "H", "H", "H", "C", "C", "C", "C", "C", "C", "N", "O", "C", "C", "C", "H", "H", "H", "H", "H", "H", "H", "H", "H", "H", "H", "H", "H", "H", "H", "H", "H", "H", "C", "C", "C", "C", "C", "C", "N", "O", "C", "C", "C", "H", "H", "H", "H", "H", "H", "H", "H", "H", "H", "H", "H", "H", "H", "H", "H", "H", "H"], "coordinates": [[0.08, -0.31, 0.76], [-0.25, 1.17, 0.04], [-2.14, 1.30, -0.09], [-2.76, 1.25, 1.76], [-2.76, 2.98, -0.77], [-2.28, 4.29, 0.15], [-0.66, 4.53, 0.19], [-0.22, 6.14, 0.09], [-0.16, 6.62, -1.48], [1.20, 6.26, -2.07], [-4.42, 2.95, -0.54], [-5.21, 4.03, -1.47], [-6.83, 4.14, -1.17], [-7.61, 2.49, -0.72], [-7.23, 5.17, 0.04], [-7.10, 6.76, -0.34], [-9.00, 4.72, 0.53], [-5.01, 3.41, -3.27], [-4.84, 4.56, -4.29], [-6.16, 2.40, -3.65], [-3.55, 2.45, -3.22], [-2.55, 3.20, -2.38], [-0.88, 2.73, -3.05], [-0.81, -0.72, 1.40], [1.12, -0.30, 1.30], [0.20, -1.07, -0.16], [0.25, 1.96, 0.78], [0.34, 1.15, -0.96], [-2.84, 0.12, 2.12], [-3.82, 1.72, 1.90], [-1.91, 1.76, 2.39], [-2.78, 4.29, 1.23], [-2.75, 5.23, -0.41], [-0.03, 3.89, -0.55], [-0.30, 4.20, 1.28], [-0.85, 6.83, 0.80], [0.89, 6.16, 0.52], [-0.30, 7.78, -1.54], [-0.99, 6.00, -2.05], [1.29, 6.68, -3.04], [1.24, 5.23, -2.22], [-4.61, 3.28, 0.59], [-4.79, 1.82, -0.68], [-4.71, 5.10, -1.46], [-7.35, 4.56, -2.16], [-6.60, 5.00, 1.02], [-6.28, 7.23, 0.38], [-8.10, 7.35, -0.07], [-6.73, 6.98, -1.44], [-2.69, 4.37, -2.60], [-0.78, 1.34, -3.32], [6.79, 0.76, 0.41], [5.64, -0.22, 0.79], [6.21, -1.64, 1.05], [6.57, -2.40, -0.22], [5.39, -2.42, -1.19], [4.84, -1.01, -1.51], [4.59, -0.19, -0.28], [3.40, -0.65, 0.30], [5.83, -0.28, -2.46], [3.56, -1.18, -2.40], [5.15, 0.35, 2.17], [7.32, 0.51, -0.50], [6.41, 1.79, 0.30], [7.56, 0.79, 1.19], [5.48, -2.23, 1.60], [7.10, -1.58, 1.69], [7.45, -1.94, -0.70], [6.86, -3.42, 0.03], [5.70, -2.93, -2.11], [4.60, -3.05, -0.75], [5.61, 0.79, -2.52], [5.77, -0.68, -3.48], [6.88, -0.41, -2.18], [2.78, -1.79, -1.91], [3.79, -1.68, -3.34], [3.12, -0.20, -2.64], [4.70, 1.34, 2.05], [5.99, 0.45, 2.87], [4.42, -0.31, 2.65], [0.07, -6.61, -0.45], [0.51, -5.61, 0.65], [1.16, -6.37, 1.83], [0.16, -7.08, 2.74], [-0.91, -6.11, 3.21], [-1.63, -5.38, 2.04], [-0.66, -4.77, 1.06], [-0.15, -3.60, 1.64], [-2.58, -6.37, 1.33], [-2.61, -4.32, 2.65], [1.64, -4.80, -0.06], [-0.68, -7.33, -0.14], [-0.32, -6.08, -1.33], [0.92, -7.22, -0.80], [1.74, -5.67, 2.45], [1.88, -7.11, 1.46], [-0.28, -7.93, 2.22], [0.68, -7.49, 3.61], [-1.65, -6.66, 3.82], [-0.45, -5.37, 3.89], [-2.92, -5.98, 0.36], [-3.48, -6.56, 1.92], [-2.14, -7.36, 1.17], [-2.10, -3.60, 3.30], [-3.37, -4.80, 3.28], [-3.13, -3.77, 1.86], [1.24, -4.20, -0.89], [2.41, -5.47, -0.48], [2.17, -4.12, 0.62]], "mulliken_spin": [0.01, 0.00, 0.00, 0.00, 0.00, 0.00, 0.00, 0.00, 0.00, 0.00, 0.00, 0.00, 0.00, 0.00, 0.00, 0.00, 0.00, 0.00, 0.00, 0.00, 0.00, 0.00, 0.00, 0.00, 0.00, 0.00, 0.00, 0.00, 0.00, 0.00, 0.00, 0.00, 0.00, 0.00, 0.00, 0.00, 0.00, 0.00, 0.00, 0.00, 0.00, 0.00, 0.00, 0.00, 0.00, 0.00, 0.00, 0.00, 0.00, 0.00, 0.00, 0.01, 0.03, 0.02, -0.02, 0.02, 0.03, 0.29, 0.63, 0.01, -0.02, -0.01, 0.00, -0.01, 0.00, 0.00, 0.00, 0.00, 0.00, 0.00, 0.00, -0.01, 0.00, 0.00, 0.00, 0.00, 0.00, 0.00, 0.00, 0.00, 0.01, 0.05, 0.01, -0.01, 0.01, 0.04, 0.26, 0.65, 0.01, -0.01, -0.03, 0.00, -0.01, 0.00, 0.00, 0.00, 0.00, 0.00, 0.00, 0.00, -0.01, 0.00, 0.00, 0.00, 0.00, 0.00, 0.00, 0.00, 0.01]}


Entry 2:
{"formula": "C12H23N2O2P2Y", "method": "ωB97M-V/def2-TZVPD", "total_energy_ev": -39498.7772, "total_charge": 2, "e_lumo_ha": -0.269, "symbols": ["Y", "P", "C", "C", "N", "C", "C", "C", "C", "C", "P", "H", "H", "H", "H", "H", "H", "H", "H", "O", "H", "H", "O", "H", "C", "H", "H", "H", "C", "H", "H", "H", "C", "H", "H", "H", "C", "H", "H", "H", "N", "C"], "coordinates": [[0.52, 1.22, 0.50], [2.40, -0.84, 1.70], [2.37, -1.13, -0.17], [1.09, -1.44, -0.93], [0.01, -0.63, -0.67], [-1.21, -1.07, -1.14], [-1.28, -2.04, -2.15], [-0.11, -2.57, -2.68], [1.08, -2.27, -2.06], [-2.48, -0.45, -0.57], [-2.37, 1.13, 0.38], [2.00, -2.69, -2.46], [-2.25, -2.36, -2.57], [-0.15, -3.23, -3.55], [-3.15, -0.22, -1.42], [-2.97, -1.15, 0.13], [2.84, -0.21, -0.59], [3.04, -1.99, -0.24], [1.08, 3.97, -0.96], [1.34, 3.01, -1.08], [2.17, 2.90, -1.57], [-0.48, 4.61, 1.18], [-0.66, 4.42, 0.23], [-0.95, 5.28, -0.12], [-2.82, 2.17, -1.02], [-3.86, 1.87, -1.26], [-2.76, 3.24, -0.77], [-2.16, 1.90, -1.85], [-4.02, 1.04, 1.16], [-4.26, 1.95, 1.71], [-4.78, 0.91, 0.37], [-4.05, 0.14, 1.79], [2.57, -2.64, 2.10], [3.54, -2.96, 1.70], [2.58, -2.80, 3.18], [1.78, -3.21, 1.59], [4.20, -0.58, 1.86], [4.45, -0.36, 2.91], [4.73, -1.51, 1.59], [4.51, 0.21, 1.18], [-1.07, -1.22, 2.60], [-0.49, -0.39, 1.99]], "nbo_charge": [1.99, 0.82, -0.77, 0.25, -0.68, 0.29, -0.23, -0.08, -0.24, -0.75, 0.81, 0.26, 0.26, 0.26, 0.26, 0.30, 0.22, 0.29, 0.56, -1.02, 0.53, 0.50, -0.98, 0.52, -0.95, 0.25, 0.26, 0.23, -0.90, 0.27, 0.25, 0.27, -0.88, 0.24, 0.27, 0.25, -0.93, 0.27, 0.25, 0.23, -0.39, -0.35]}


Entry 3:
{"formula": "C24H30B3F30O12Sn2", "method": "ωB97M-V/def2-TZVPD", "de_lowest_ev": 0.0000, "total_energy_ev": -145171.2676, "total_charge": 1, "e_lumo_ha": -0.258, "symbols": ["Sn", "Sn", "B", "F", "F", "F", "F", "B", "F", "F", "F", "F", "B", "F", "F", "F", "F", "C", "C", "O", "C", "O", "C", "F", "F", "F", "H", "H", "H", "H", "H", "C", "C", "O", "C", "O", "C", "F", "F", "F", "H", "H", "H", "H", "H", "C", "C", "O", "C", "O", "C", "F", "F", "F", "H", "H", "H", "H", "H", "C", "C", "O", "C", "O", "C", "F", "F", "F", "H", "H", "H", "H", "H", "C", "C", "O", "C", "O", "C", "F", "F", "F", "H", "H", "H", "H", "H", "C", "C", "O", "C", "O", "C", "F", "F", "F", "H", "H", "H", "H", "H"], "coordinates": [[6.44, 8.62, 24.60], [2.84, 9.01, 21.36], [6.54, 8.66, 21.06], [5.58, 8.08, 20.20], [7.41, 9.31, 20.17], [5.82, 9.52, 21.96], [7.19, 7.65, 21.71], [4.03, 11.30, 23.99], [3.67, 9.97, 24.03], [3.74, 11.81, 22.77], [3.40, 12.10, 24.90], [5.40, 11.38, 24.12], [3.70, 6.66, 23.80], [2.62, 7.51, 23.90], [3.21, 5.47, 23.36], [4.49, 7.14, 22.82], [4.40, 6.58, 24.98], [4.74, 4.87, 27.89], [5.76, 4.29, 26.92], [7.09, 4.40, 27.40], [7.80, 5.57, 27.29], [7.30, 6.59, 26.78], [9.29, 5.45, 27.73], [10.10, 4.94, 26.80], [9.85, 6.59, 28.14], [9.39, 4.59, 28.79], [4.82, 5.94, 28.06], [4.73, 4.44, 28.89], [3.68, 4.73, 27.65], [5.70, 4.70, 25.91], [5.57, 3.24, 26.71], [5.71, 13.03, 28.67], [6.86, 12.81, 27.74], [7.92, 11.99, 28.34], [8.14, 10.73, 27.96], [7.53, 10.18, 27.03], [9.20, 10.04, 28.89], [9.44, 10.83, 29.91], [8.72, 8.84, 29.32], [10.30, 9.82, 28.21], [5.99, 13.60, 29.55], [5.40, 12.09, 29.12], [4.83, 13.43, 28.16], [7.29, 13.77, 27.45], [6.60, 12.37, 26.78], [1.59, 8.12, 27.17], [2.27, 9.54, 27.09], [3.24, 9.87, 28.13], [4.38, 9.18, 28.23], [5.02, 8.68, 27.32], [4.84, 8.97, 29.70], [4.10, 9.64, 30.55], [4.83, 7.63, 30.02], [6.04, 9.55, 29.76], [0.89, 8.05, 26.34], [1.04, 8.10, 28.11], [2.34, 7.33, 27.10], [1.51, 10.32, 27.14], [2.80, 9.42, 26.15], [6.95, 13.39, 20.86], [7.86, 12.23, 21.39], [8.68, 12.77, 22.46], [9.03, 12.02, 23.55], [8.70, 10.86, 23.79], [9.84, 12.91, 24.54], [10.99, 12.24, 24.73], [10.00, 14.10, 24.11], [9.20, 12.80, 25.65], [7.61, 14.25, 20.73], [6.11, 13.71, 21.48], [6.62, 13.02, 19.89], [8.54, 11.99, 20.57], [7.33, 11.32, 21.66], [11.20, 4.74, 22.25], [9.97, 4.73, 23.15], [8.78, 4.31, 22.50], [7.53, 4.74, 22.93], [7.38, 5.55, 23.84], [6.32, 4.01, 22.30], [5.46, 3.59, 23.25], [5.81, 4.90, 21.39], [6.64, 2.91, 21.69], [11.30, 3.72, 21.88], [12.10, 5.07, 22.77], [10.95, 5.31, 21.35], [9.92, 5.69, 23.65], [10.13, 4.03, 23.97], [10.95, 8.64, 20.69], [10.16, 8.42, 21.97], [11.05, 8.38, 23.07], [10.67, 8.13, 24.33], [9.46, 8.07, 24.74], [11.91, 7.71, 25.21], [12.14, 6.45, 25.03], [12.91, 8.42, 24.77], [11.60, 7.94, 26.50], [11.44, 7.71, 20.39], [11.71, 9.40, 20.86], [10.30, 8.88, 19.85], [9.52, 7.54, 21.90], [9.48, 9.25, 22.13]], "mulliken_charge": [2.99, 1.75, -0.06, -0.38, -0.26, -0.42, 0.02, -0.15, -0.15, -0.43, -0.32, 0.01, -0.48, -0.42, -0.27, 0.06, 0.26, -0.88, 0.35, -0.36, 0.13, -0.25, 0.69, -0.25, -0.18, -0.28, -0.19, 0.40, 0.46, -0.32, 0.42, -1.12, 0.22, -0.28, 0.10, -0.03, 0.82, -0.25, -0.24, -0.21, 0.37, 0.09, 0.35, 0.38, -0.16, -1.06, 0.43, -0.35, 0.17, -0.52, 0.63, -0.26, -0.23, -0.17, 0.42, 0.39, 0.07, 0.41, -0.36, -1.47, 0.51, -0.36, 0.21, -0.35, 0.84, -0.26, -0.23, -0.20, 0.41, 0.29, 0.42, 0.33, -0.25, -1.38, 0.47, -0.37, 0.20, -0.16, 0.73, -0.22, -0.20, -0.26, 0.45, 0.32, 0.25, -0.29, 0.50, -1.74, 1.80, -0.30, -0.18, 0.14, 0.57, -0.23, -0.23, -0.14, 0.36, 0.43, 0.36, -0.36, -0.50]}


Entry 4:
{"formula": "C14H27F10NO8P2S", "method": "ωB97M-V/def2-TZVPD", "total_energy_ev": -89404.9847, "smiles": "COCCCP(F)(OCCNC[C@@H](C)O)(P(O)O)S(=O)(=O)F.FC(F)C(F)(F)COC(F)(F)C(F)F", "total_charge": 0, "e_lumo_ha": -0.037, "symbols": ["C", "O", "C", "C", "C", "P", "F", "O", "C", "C", "N", "C", "C", "C", "O", "P", "O", "O", "S", "O", "O", "F", "H", "H", "H", "H", "H", "H", "H", "H", "H", "H", "H", "H", "H", "H", "H", "H", "H", "H", "H", "H", "H", "H", "H", "F", "C", "F", "C", "F", "F", "C", "O", "C", "F", "F", "C", "F", "F", "H", "H", "H", "H"], "coordinates": [[7.56, 3.40, 1.34], [7.71, 3.73, -0.09], [7.47, 2.58, -0.96], [6.30, 1.54, -0.38], [5.81, 0.66, -1.71], [4.11, -0.17, -1.52], [4.05, -1.94, -1.76], [2.67, 0.74, -1.13], [1.52, -0.15, -0.82], [0.13, 0.50, -1.42], [-0.56, 1.48, -0.49], [-1.93, 0.98, -0.06], [-3.04, 0.94, -1.27], [-4.46, 1.62, -0.72], [-2.66, 1.74, -2.46], [4.38, -0.59, 0.61], [3.80, -2.20, 1.03], [3.65, 0.64, 1.62], [3.67, -0.02, -3.66], [2.89, -1.30, -4.15], [2.72, 1.19, -3.82], [5.10, 0.05, -4.62], [8.14, 4.24, 1.94], [8.02, 2.37, 1.66], [6.42, 3.54, 1.62], [8.42, 1.93, -1.20], [7.13, 3.03, -2.01], [6.88, 0.85, 0.40], [5.40, 2.11, 0.11], [5.70, 1.48, -2.58], [6.64, -0.11, -2.04], [1.41, -0.22, 0.35], [1.62, -1.22, -1.30], [0.43, 1.07, -2.43], [-0.60, -0.37, -1.77], [0.01, 1.47, 0.41], [-2.36, 1.69, 0.78], [-1.90, -0.10, 0.41], [-3.31, -0.18, -1.56], [-5.38, 1.12, -1.23], [-4.55, 1.55, 0.45], [-4.37, 2.78, -0.98], [-2.47, 1.06, -3.19], [4.59, -2.84, 1.14], [4.41, 1.08, 2.10], [-6.55, -1.17, 3.36], [-5.21, -1.29, 3.43], [-4.72, -0.04, 3.64], [-4.60, -1.90, 2.17], [-4.81, -1.10, 1.09], [-3.24, -1.96, 2.34], [-5.08, -3.32, 1.85], [-6.13, -3.43, 0.88], [-7.45, -3.27, 1.39], [-7.41, -3.27, 2.75], [-8.12, -4.40, 1.04], [-8.17, -2.05, 0.82], [-7.50, -0.90, 1.09], [-9.41, -1.91, 1.35], [-4.96, -1.88, 4.32], [-4.23, -3.84, 1.38], [-5.29, -3.91, 2.75], [-8.27, -2.12, -0.27]], "nbo_charge": [-0.29, -0.55, -0.07, -0.48, -0.78, 1.46, -0.56, -0.78, -0.14, -0.25, -0.62, -0.25, 0.08, -0.65, -0.73, 0.93, -0.97, -0.96, 1.82, -0.83, -0.82, -0.49, 0.21, 0.19, 0.18, 0.18, 0.19, 0.25, 0.24, 0.27, 0.30, 0.20, 0.23, 0.24, 0.19, 0.35, 0.21, 0.18, 0.17, 0.22, 0.21, 0.23, 0.47, 0.51, 0.50, -0.32, 0.52, -0.32, 0.59, -0.31, -0.33, -0.14, -0.50, 0.85, -0.32, -0.32, 0.50, -0.32, -0.32, 0.15, 0.23, 0.21, 0.16]}


Entry 5:
{"formula": "C34H47IN11Zn", "method": "ωB97M-V/def2-TZVPD", "total_energy_ev": -108925.3265, "total_charge": 1, "e_lumo_ha": -0.065, "symbols": ["Zn", "I", "C", "C", "C", "C", "C", "C", "C", "C", "C", "C", "H", "H", "H", "H", "H", "H", "C", "N", "C", "C", "N", "N", "C", "N", "N", "H", "H", "H", "H", "H", "H", "H", "H", "H", "H", "H", "C", "N", "C", "C", "N", "C", "C", "C", "C", "C", "C", "C", "C", "C", "N", "C", "N", "C", "C", "N", "C", "C", "C", "N", "C", "C", "H", "H", "H", "H", "H", "H", "H", "H", "H", "H", "H", "H", "H", "H", "H", "H", "H", "H", "H", "H", "H", "H", "H", "H", "H", "H", "H", "H", "H", "H"], "coordinates": [[0.05, 0.54, 0.72], [-0.46, 2.39, 3.61], [-1.03, 3.68, 2.06], [-1.09, 5.02, 2.34], [-1.77, 5.92, 1.58], [-2.49, 5.49, 0.55], [-2.39, 4.14, 0.10], [-3.08, 3.71, -1.03], [-3.04, 2.41, -1.46], [-2.23, 1.52, -0.77], [-1.45, 1.87, 0.32], [-1.67, 3.18, 0.86], [-0.71, 5.37, 3.26], [-1.75, 6.95, 1.86], [-3.23, 6.03, 0.00], [-3.66, 4.49, -1.59], [-3.63, 2.19, -2.39], [-2.13, 0.54, -1.11], [3.46, 3.57, 2.67], [3.64, 2.13, 2.89], [4.38, 1.93, 4.14], [2.84, 1.32, 2.20], [1.98, 1.70, 1.32], [3.09, -0.05, 2.35], [2.17, -1.05, 2.26], [2.70, -2.32, 2.63], [0.95, -0.79, 2.07], [4.37, 4.03, 3.12], [2.63, 3.95, 3.21], [3.29, 3.86, 1.60], [4.74, 0.90, 4.31], [3.79, 2.25, 4.97], [5.30, 2.46, 4.20], [1.68, 2.68, 1.42], [3.80, -0.33, 3.00], [3.69, -2.53, 2.34], [2.11, -3.11, 2.37], [0.39, -1.65, 2.07], [0.62, -2.16, -3.41], [1.01, -0.78, -3.34], [1.61, -0.31, -4.59], [0.79, 0.07, -2.28], [0.83, -0.32, -1.04], [1.55, -1.51, -0.76], [2.90, -1.50, -1.01], [3.80, -2.62, -0.87], [3.21, -3.80, -0.57], [1.80, -3.91, -0.30], [1.19, -5.19, -0.14], [-0.16, -5.29, -0.16], [-1.02, -4.13, -0.06], [-0.50, -2.85, -0.14], [-1.20, -1.65, 0.16], [-2.53, -1.76, 0.28], [-3.37, -2.18, -0.68], [-4.65, -2.95, -0.36], [-2.94, -2.12, -2.05], [-3.07, -1.28, 1.43], [-4.24, -0.48, 1.44], [-2.31, -1.32, 2.63], [0.96, -2.75, -0.37], [0.69, 1.38, -2.61], [-0.01, 1.87, -3.78], [1.35, 2.46, -1.80], [0.02, -2.31, -4.29], [-0.02, -2.48, -2.59], [1.42, -2.87, -3.55], [2.49, -0.95, -4.79], [1.98, 0.75, -4.57], [0.87, -0.39, -5.41], [3.28, -0.59, -1.33], [4.90, -2.58, -1.02], [3.85, -4.67, -0.58], [1.79, -6.14, -0.05], [-0.65, -6.29, -0.30], [-2.08, -4.34, 0.08], [-4.71, -3.23, 0.67], [-4.58, -3.89, -0.80], [-5.54, -2.40, -0.74], [-2.11, -1.46, -2.14], [-3.82, -1.74, -2.62], [-2.56, -3.05, -2.45], [-4.55, -0.21, 0.46], [-4.05, 0.51, 1.96], [-5.02, -1.01, 1.96], [-1.71, -2.19, 2.69], [-2.99, -1.38, 3.49], [-1.57, -0.55, 2.77], [-0.63, 1.08, -4.19], [0.66, 2.33, -4.50], [-0.65, 2.57, -3.31], [2.03, 3.10, -2.35], [1.84, 1.99, -0.93], [0.58, 3.08, -1.27]], "mulliken_charge": [0.96, 0.11, -0.42, -0.26, -0.97, -0.82, 0.70, -0.77, -1.21, 1.07, 0.32, 0.83, 0.46, 0.41, 0.42, 0.26, 0.33, 0.40, -1.08, 0.01, -1.06, -0.04, -0.16, 0.04, 0.16, -0.58, -0.18, 0.25, 0.41, 0.35, 0.30, 0.38, 0.38, 0.01, 0.34, 0.27, 0.30, -0.17, -1.08, 0.67, -1.22, -0.87, 1.84, -1.12, 0.01, -1.39, -0.91, 0.85, -1.01, -1.01, -0.41, -0.46, 1.33, -1.34, 0.59, -1.23, -0.85, 0.38, -1.33, -1.06, 0.51, 0.46, -1.53, -0.64, 0.49, 0.11, 0.30, 0.37, 0.36, 0.35, 0.75, 0.35, 0.43, 0.38, 0.33, 0.35, 0.42, 0.48, 0.31, 0.02, 0.37, 0.31, 0.44, 0.30, 0.39, 0.34, 0.44, -0.04, 0.33, 0.33, 0.62, 0.50, -0.13, 0.05]}


Entry 6:
{"formula": "C5H9NO", "method": "ωB97M-V/def2-TZVPD", "de_lowest_ev": 3.6413, "total_energy_ev": -8865.5713, "total_charge": 0, "e_lumo_ha": 0.034, "symbols": ["C", "C", "C", "C", "C", "N", "O", "H", "H", "H", "H", "H", "H", "H", "H", "H"], "coordinates": [[-4.28, -0.65, -0.12], [0.68, -0.72, -0.50], [-0.18, 0.50, -0.46], [2.08, -0.81, 0.01], [0.31, 1.76, 0.22], [-3.30, -0.95, 0.40], [-0.43, -0.63, 0.44], [-1.00, 0.61, -1.29], [0.27, -1.28, -1.37], [2.05, -0.23, 0.88], [2.88, -0.58, -0.62], [2.12, -1.88, 0.31], [0.19, 1.47, 1.31], [-0.32, 2.69, 0.08], [1.35, 2.03, 0.06], [-2.41, -1.34, 0.66]], "nbo_charge": [0.26, 0.07, 0.06, -0.64, -0.67, -0.73, -0.55, 0.20, 0.19, 0.22, 0.23, 0.22, 0.24, 0.23, 0.22, 0.46]}


- What is the formula in the third record?
  C24H30B3F30O12Sn2